No. 1
Below is a molecular structure, C21H39BrCrN6OPSi in a non-equilibrium geometry, with properties calculated with ωB97M-V/def2-TZVPD.

Calculated values
- <S²>: 0.821
- Highest occupied orbital energy (alpha / beta): -14.171 / -14.244 eV
- Total charge: +2
- Spin multiplicity: 2
- HOMO-LUMO gap (alpha / beta): 7.05 / 8.01 eV

CARTESIAN COORDINATES (ANGSTROEM)
Cr 0.240659 -0.101583 0.061921
C 4.091093 -4.123679 0.532066
C 2.811710 -3.476302 0.991695
C 2.076530 -3.956378 2.070900
C 0.896056 -3.341508 2.474243
C 0.506968 -2.243819 1.751891
Br -1.068280 -1.237478 2.084587
N 1.179197 -1.757262 0.714370
C 2.311986 -2.360983 0.337551
H 4.321934 -5.002015 1.130445
H 4.928769 -3.429631 0.613861
H 4.018533 -4.434569 -0.510949
H 2.425568 -4.831382 2.607260
H 0.307015 -3.707976 3.303047
H 2.816026 -1.934211 -0.522096
C 3.257000 1.544938 -1.630163
C 2.251077 0.703340 -2.350410
C 2.382267 0.410070 -3.706976
C 1.423411 -0.353727 -4.344187
C 0.306163 -0.812306 -3.650763
C 0.218606 -0.469557 -2.320347
N 1.190067 0.234540 -1.690232
N -0.784520 -0.766144 -1.368160
Si -2.569060 -0.665967 -1.804739
C -3.545302 -0.880176 -0.257550
C -2.733189 1.060118 -2.442154
C -2.998063 -1.974360 -3.019915
H 4.256375 1.114385 -1.711368
H 2.996107 1.656176 -0.581179
H 3.298795 2.536539 -2.084135
H 3.239705 0.785936 -4.250245
H 1.537049 -0.591421 -5.394127
H -0.459959 -1.407592 -4.125679
H -3.403903 -0.049394 0.439539
H -3.330974 -1.821717 0.253305
H -4.607356 -0.894386 -0.527713
H -2.295694 1.759837 -1.726348
H -3.787537 1.327646 -2.558095
H -2.244209 1.205724 -3.407765
H -2.713584 -2.958856 -2.638162
H -2.552511 -1.836582 -4.005495
H -4.084865 -1.975718 -3.155705
C 0.002584 3.469493 4.181767
N 0.736961 2.345108 3.598330
C 0.764430 1.131008 4.417251
P 1.480923 2.300815 2.157604
O 1.056799 1.072864 1.346045
N 3.095185 2.218490 2.354401
C 3.881214 1.000925 2.154049
C 3.688546 3.156080 3.319455
N 1.109194 3.714809 1.430411
C 2.059969 4.416843 0.558381
C -0.282464 3.876908 0.985020
H 0.316660 3.599273 5.218308
H -1.076051 3.293544 4.171781
H 0.220797 4.386651 3.644050
H 1.159342 1.358863 5.408540
H 1.404799 0.371065 3.966570
H -0.236059 0.708605 4.533228
H 3.381656 0.329074 1.461946
H 4.035051 0.478223 3.103449
H 4.860705 1.257084 1.747424
H 3.083750 4.058099 3.405072
H 4.682758 3.446356 2.980346
H 3.772978 2.699878 4.309399
H 3.082976 4.244553 0.876299
H 1.856711 5.485770 0.608471
H 1.955631 4.095289 -0.482494
H -0.984201 3.481264 1.717320
H -0.452818 3.378173 0.024729
H -0.493534 4.937737 0.857741

Cartesian forces, eV/Å:
-0.286 -0.577 -0.231
-0.080 0.038 0.031
0.148 -0.065 -0.073
-0.022 -0.112 0.120
0.035 -0.059 0.009
-0.092 0.030 0.053
-0.025 -0.135 0.114
-0.054 0.034 0.003
0.020 0.070 -0.161
-0.009 0.008 0.001
-0.021 -0.006 0.004
-0.018 0.013 0.024
-0.013 0.030 -0.014
0.032 0.005 -0.011
-0.014 0.016 0.025
-0.012 -0.018 0.005
-0.010 -0.155 -0.146
0.121 0.084 0.036
-0.075 -0.063 -0.022
-0.008 0.005 -0.100
-0.293 0.003 0.365
0.186 0.130 -0.220
0.463 0.839 0.565
0.611 -0.036 0.134
-0.158 -0.066 0.270
-0.101 0.198 -0.152
-0.081 -0.285 -0.182
-0.029 -0.005 0.007
-0.007 -0.015 0.081
0.015 -0.017 0.001
-0.042 -0.003 0.025
-0.012 0.007 0.012
0.060 0.033 0.014
-0.027 -0.057 0.010
-0.049 0.066 -0.039
0.094 0.026 0.030
-0.017 0.082 -0.006
0.063 -0.008 -0.029
-0.008 0.010 0.032
-0.036 0.017 -0.083
-0.042 -0.017 0.029
0.077 -0.025 -0.006
0.071 -0.060 0.044
-0.408 -0.099 0.222
-0.020 0.064 0.023
0.066 0.324 0.068
-0.223 -0.227 -0.532
0.301 -0.136 0.009
0.007 0.085 0.035
-0.017 -0.053 -0.013
-0.078 0.073 -0.341
-0.055 -0.023 0.004
0.075 0.049 0.102
0.010 -0.007 -0.007
0.017 -0.029 -0.003
0.007 0.003 -0.019
0.005 0.021 -0.005
0.000 0.028 -0.039
0.001 0.022 -0.007
-0.051 0.013 -0.035
0.003 -0.001 -0.015
-0.019 0.029 -0.007
-0.009 -0.023 -0.023
0.000 -0.017 -0.020
0.007 -0.001 -0.011
0.007 -0.032 0.034
-0.017 0.006 0.010
-0.012 0.003 0.019
0.035 -0.037 0.013
0.016 -0.002 -0.049
-0.005 0.006 0.018

***

No. 2
Below is a molecular structure, C21H39CeN2O2P3 in a non-equilibrium geometry, with properties calculated with ωB97M-V/def2-TZVPD.

Calculated values
- Highest occupied orbital energy (alpha / beta): -21.157 / -20.242 eV
- Total charge: +4
- HOMO-LUMO gap (alpha / beta): 6.68 / 3.37 eV

CARTESIAN COORDINATES (ANGSTROEM)
P 3.001276 -0.317782 -0.171672
C 3.736506 -0.520032 1.474897
H 4.824063 -0.451786 1.367403
H 3.474971 -1.494694 1.894903
H 3.380389 0.265620 2.144858
C 3.582677 -1.861634 -0.972493
H 3.440451 -1.833107 -2.058804
H 3.008315 -2.705674 -0.566933
H 4.647173 -2.004178 -0.731254
C 4.119307 0.960399 -0.854680
H 5.159940 0.603370 -0.793309
H 4.018223 1.881017 -0.257921
H 3.856979 1.180606 -1.898196
P -0.856379 3.124239 -0.629269
C -0.919885 4.121795 0.878834
H -1.410950 5.073776 0.632454
H 0.091109 4.317822 1.250330
H -1.496864 3.599481 1.647659
C 0.084788 4.276654 -1.710355
H 0.056563 3.943444 -2.753620
H 1.123965 4.283870 -1.361075
H -0.326715 5.293935 -1.630091
C -2.590105 3.372856 -1.205825
H -2.783102 4.450425 -1.341076
H -3.283661 2.969465 -0.450359
H -2.742319 2.848120 -2.160587
P -2.378594 -1.815053 -0.159396
C -3.198472 -2.072269 1.429335
H -3.855853 -2.941325 1.317645
H -3.785277 -1.194826 1.709619
H -2.461581 -2.275327 2.208776
C -3.836836 -1.777675 -1.262592
H -4.508973 -2.605152 -0.999290
H -3.541397 -1.841700 -2.311934
H -4.354803 -0.826331 -1.095415
C -1.681473 -3.492257 -0.434745
H -2.516044 -4.211633 -0.476003
H -1.008415 -3.762309 0.396436
H -1.111340 -3.532207 -1.376651
Ce -0.001752 0.059567 -1.016099
C 1.112152 1.604734 0.817147
O 1.437191 2.172208 1.779541
C -1.796180 0.792127 0.768197
O -2.390551 1.116952 1.717937
C -1.389952 -0.014034 -3.057868
C -0.717727 -1.262501 -2.956252
C 0.689708 -1.291642 -2.897816
C 1.436906 -0.094940 -3.023210
C 0.762081 1.143818 -3.111823
C -0.646521 1.175394 -3.173772
H -2.478680 0.024416 -3.041028
H -1.276451 -2.192172 -2.966178
H 1.198086 -2.249596 -2.750164
H 2.519936 -0.124868 -3.075196
H 1.343036 2.066682 -3.114507
H -1.175830 2.125975 -3.303532
C 0.185656 -1.172500 5.288043
N 0.318623 -1.378121 3.852377
C 0.732121 -2.543394 3.221070
C 0.700192 -2.293758 1.875423
N 0.264796 -0.995628 1.657937
C 0.056715 -0.477609 2.872651
H -0.510643 -1.892755 5.726489
H 1.144778 -1.290916 5.799887
H -0.188918 -0.166879 5.479824
H 1.008750 -3.430222 3.757330
H 0.971932 -2.959465 1.058377
H -0.267094 0.519203 3.125615

Cartesian forces, eV/Å:
0.988 -0.449 -0.875
-0.659 0.031 0.451
-0.165 0.000 0.004
0.063 0.110 -0.007
0.214 -0.063 0.084
-0.263 -0.011 0.045
0.252 -0.090 0.208
0.241 0.053 -0.104
-0.310 -0.023 -0.189
-0.391 0.214 -0.097
-0.358 0.139 -0.078
0.137 -0.226 -0.241
0.300 0.077 0.232
-0.747 1.357 -1.293
0.326 -0.388 0.672
0.120 -0.286 0.028
-0.237 0.093 0.026
0.058 0.268 0.035
0.242 -0.539 0.046
0.032 0.291 0.116
-0.073 0.167 -0.178
0.061 -0.354 -0.032
0.103 -0.546 -0.057
0.095 -0.421 0.055
0.110 0.197 -0.337
-0.259 0.291 0.283
-0.153 -1.194 -0.852
0.257 0.493 0.467
0.078 0.146 0.031
-0.070 -0.171 0.052
-0.100 -0.018 0.038
0.281 0.430 0.058
0.165 0.183 -0.161
-0.222 -0.133 0.039
-0.119 -0.177 -0.118
0.262 0.046 -0.064
0.364 0.155 -0.016
-0.365 0.022 -0.346
-0.235 -0.249 0.352
-0.472 1.617 11.162
1.236 2.278 4.083
-1.136 -2.234 -3.964
-2.358 1.524 4.173
2.290 -1.388 -4.075
0.035 -0.250 -1.538
-0.237 0.007 -1.674
0.322 -0.580 -1.811
0.006 -0.080 -1.528
0.419 -0.249 -1.276
-0.367 0.249 -1.179
0.177 -0.029 -0.147
-0.005 0.122 0.088
-0.066 0.259 -0.227
-0.107 -0.034 0.093
-0.158 -0.141 -0.195
0.306 -0.399 0.036
-0.061 0.063 1.025
0.312 -0.744 -1.289
-0.367 0.945 1.121
-0.319 1.050 -1.059
0.319 -0.632 -0.772
0.231 -0.860 0.855
0.027 0.078 -0.262
-0.042 0.045 -0.282
0.036 -0.084 -0.099
0.063 -0.184 0.224
-0.063 0.184 0.352
-0.043 0.040 -0.111

***

No. 3
Below is a molecular structure, C21H39F3O10S4 in a non-equilibrium geometry, with properties calculated with ωB97M-V/def2-TZVPD.

Calculated values
- Highest occupied orbital energy: -10.353 eV
- Total charge: 0
- HOMO-LUMO gap: 10.86 eV

CARTESIAN COORDINATES (ANGSTROEM)
C -0.517661 -2.918890 4.264468
C -1.415249 -3.197765 3.056040
C -2.707747 -2.357337 3.138488
C -0.696653 -3.082470 1.705155
C 0.068268 -1.795999 1.487726
O -0.913212 -0.799675 1.027925
S -0.032946 0.454356 0.593026
O 0.168884 1.198168 1.799775
O -0.529768 1.260305 -0.471388
O 1.263503 -0.312862 0.139915
C 1.041683 -1.782135 0.332501
C 2.456863 -2.368998 0.526210
C 2.692390 -3.118957 1.841160
C 4.163079 -3.375375 2.139496
F 4.432538 -3.144020 3.447170
F 4.988936 -2.565447 1.438552
F 4.526906 -4.641332 1.845505
H -1.136582 -3.003725 5.156299
H -0.103415 -1.913105 4.283976
H 0.253710 -3.679412 4.379664
H -1.722052 -4.239338 3.147519
H -3.580960 -2.957415 2.898214
H -2.682595 -1.460193 2.528784
H -2.835901 -2.028835 4.168373
H 0.032229 -3.895941 1.662631
H -1.399169 -3.275637 0.902814
H 0.557117 -1.464253 2.399212
H 0.654999 -2.124525 -0.627758
H 3.169950 -1.568338 0.362434
H 2.625720 -3.078713 -0.280196
H 2.210625 -2.677890 2.706518
H 2.250309 -4.107151 1.727726
C -2.354719 -1.694359 -4.685936
C -2.378318 -0.506932 -3.711862
C -2.685657 -1.066138 -2.318922
S -2.066731 -2.752907 -2.308921
O -3.173854 -3.662059 -2.162697
O -0.917618 -2.838356 -1.423996
C -1.514769 -2.775052 -4.009350
H -1.938424 -1.416384 -5.652564
H -3.370445 -2.060834 -4.848700
H -1.401127 -0.020049 -3.705252
H -3.113562 0.242206 -3.999235
H -2.190397 -0.501533 -1.532223
H -3.755970 -1.108925 -2.126627
H -1.660347 -3.770243 -4.423054
H -0.456018 -2.516351 -4.017423
C 5.500202 3.381458 1.172440
C 4.533498 2.404377 1.856175
C 3.772422 1.665478 0.749354
S 4.861214 1.635189 -0.677418
O 4.270121 2.419056 -1.731439
O 5.310684 0.285141 -0.910750
C 6.184993 2.583890 0.066573
H 6.224664 3.792496 1.873932
H 4.940764 4.213281 0.739200
H 5.101754 1.688856 2.454126
H 3.845838 2.917319 2.526534
H 3.531444 0.645507 1.029714
H 2.865054 2.192875 0.461410
H 6.656265 3.203058 -0.692866
H 6.906314 1.877190 0.475795
C -3.667788 5.638547 -1.323150
C -3.158238 4.501538 -0.426569
C -4.089786 3.302272 -0.637470
S -4.736519 3.453802 -2.306167
O -6.157817 3.677506 -2.235828
O -4.184754 2.409654 -3.135482
C -3.930943 5.005900 -2.686816
H -2.947204 6.451629 -1.394995
H -4.595910 6.045390 -0.915831
H -2.141624 4.233298 -0.719712
H -3.129076 4.793429 0.621777
H -3.561084 2.355748 -0.552825
H -4.933235 3.321999 0.049824
H -4.577609 5.600031 -3.327998
H -2.999486 4.774906 -3.202710

Cartesian forces, eV/Å:
-0.411 -0.321 0.126
-0.211 0.317 0.141
0.276 -0.059 0.369
0.326 -0.533 0.573
-1.104 -0.839 -0.954
0.510 0.433 -0.577
-0.154 2.028 1.361
0.772 -0.337 0.118
-0.596 -1.125 -0.670
-0.637 -0.330 0.189
1.782 0.289 -0.371
-0.451 -0.235 0.082
-0.035 -0.449 -0.429
0.196 0.557 0.039
0.009 -0.362 -0.285
-0.173 -0.238 0.190
-0.068 0.295 0.221
0.002 0.022 0.129
0.164 0.046 -0.066
0.321 0.148 -0.163
0.032 -0.132 -0.064
-0.087 0.058 -0.286
-0.018 0.002 -0.171
-0.147 0.063 0.079
0.071 -0.046 -0.073
0.035 0.228 -0.267
-0.102 0.380 0.041
-0.306 0.049 0.677
0.092 0.098 0.153
0.084 0.002 -0.123
0.241 0.290 0.125
-0.059 -0.096 0.189
-0.059 0.064 0.147
0.033 -0.057 -0.134
-0.015 0.312 -0.065
0.022 0.422 -0.200
0.115 -0.147 0.193
-0.533 -0.418 -0.343
0.011 0.065 -0.306
0.008 -0.016 -0.008
0.012 -0.032 -0.019
0.012 -0.011 0.028
0.010 0.014 0.066
-0.004 -0.093 0.068
-0.004 -0.123 0.011
0.002 -0.061 0.139
0.005 -0.011 0.061
-0.097 -0.049 -0.001
0.079 0.037 -0.038
-0.082 0.140 0.382
0.096 -0.045 0.223
0.011 -0.095 -0.104
-0.097 -0.006 -0.190
0.108 0.226 0.192
0.007 0.008 -0.007
0.024 0.008 -0.019
0.015 -0.005 -0.020
-0.023 -0.017 -0.007
-0.042 -0.037 -0.131
0.012 -0.022 -0.087
-0.046 -0.088 -0.104
-0.019 -0.049 -0.039
-0.047 -0.095 0.074
0.042 0.048 -0.103
0.251 0.024 0.310
0.227 0.130 0.086
-0.033 -0.132 -0.101
-0.198 -0.092 -0.057
0.124 0.282 0.070
-0.002 0.005 -0.009
-0.010 0.018 -0.039
-0.007 -0.028 -0.004
-0.004 -0.017 0.008
-0.078 -0.058 -0.060
-0.092 -0.017 -0.109
-0.072 -0.122 -0.045
-0.016 -0.057 -0.015

***

| no. | E_tot (hartree) |
| --- | --- |
| 1 | -5476.3460 |
| 2 | -2581.1656 |
| 3 | -3468.2990 |